one | One molecule with the formula C3H7N3S, computed with ωB97M-V/def2-TZVPD.

SMILES string: C[C@H]1C[N+]([S-])=NN1
E_HOMO: -0.2822 Eh
Charge: 0
HOMO-LUMO gap: 0.30507 Eh

Geometry as XYZ:
```
14
C3H7N3S (ωB97M-V/def2-TZVPD)
C -1.73 0.23 -0.53
C -0.46 -0.37 -0.05
C 0.77 0.03 -0.78
N 1.84 0.26 0.60
S 3.30 0.71 0.23
N 1.18 0.16 1.62
N -0.09 -0.12 1.46
H -2.01 -0.48 -1.33
H -1.76 1.29 -0.95
H -2.40 0.13 0.28
H -0.44 -1.40 -0.24
H 1.40 -0.71 -1.24
H 0.90 1.06 -1.18
H -0.52 -0.79 2.11
```

What are the natural (NBO) partial charges on each atom? They are as follows, in elementary charge units: -0.61, -0.14, -0.25, -0.21, -0.10, 0.01, -0.42, 0.22, 0.23, 0.22, 0.20, 0.23, 0.23, 0.39

---

two | One molecule with the formula C3H7N3S, computed with ωB97M-V/def2-TZVPD.

E_HOMO (alpha / beta): -0.2855 / -0.2855 Eh
Charge: 0
HOMO-LUMO gap (alpha / beta): 0.30730 / 0.30733 Eh

Geometry as XYZ:
```
14
C3H7N3S (ωB97M-V/def2-TZVPD)
C 0.42 -1.00 0.59
C -0.26 -0.40 -0.57
C -1.63 0.23 -0.48
N 1.74 0.95 0.53
N 1.69 -0.35 0.86
N 0.92 1.32 -0.33
S 0.37 2.47 -1.24
H -0.28 -0.97 1.58
H 0.53 -2.01 0.31
H -0.10 -0.74 -1.56
H -2.23 -0.39 -1.03
H -1.52 1.24 -0.92
H -1.82 0.30 0.59
H 2.17 -0.66 1.68
```

What are the natural (NBO) partial charges on each atom? They are as follows, in elementary charge units: -0.31, -0.01, -0.67, 0.00, -0.43, -0.28, 0.01, 0.18, 0.23, 0.20, 0.22, 0.25, 0.21, 0.40

---

three | One molecule with the formula C3H7N3S, computed with ωB97M-V/def2-TZVPD.

SMILES string: C/N=C(/N)C(N)=S
E_HOMO: -0.3181 Eh
Charge: 0
HOMO-LUMO gap: 0.32842 Eh

Geometry as XYZ:
```
14
C3H7N3S (ωB97M-V/def2-TZVPD)
C -1.62 -0.63 0.79
N -0.35 -1.21 0.43
C 0.52 -0.57 -0.23
N 1.74 -1.16 -0.54
C 0.41 0.86 -0.69
N 0.27 1.77 0.28
S 0.52 1.28 -2.29
H -1.60 -0.51 1.87
H -1.86 0.35 0.35
H -2.37 -1.38 0.55
H 1.70 -2.18 -0.49
H 2.10 -0.88 -1.46
H 0.21 2.79 0.18
H 0.31 1.47 1.25
```

What are the natural (NBO) partial charges on each atom? They are as follows, in elementary charge units: -0.44, -0.46, 0.35, -0.80, 0.06, -0.75, -0.15, 0.20, 0.18, 0.21, 0.39, 0.40, 0.42, 0.40

---

Least stable structure: two

---

one | One molecule with the formula C3H7N3S, computed with ωB97M-V/def2-TZVPD.

SMILES string: [H]/N=C/NC/C=N\S
E_HOMO: -0.3194 Eh
Charge: 0
HOMO-LUMO gap: 0.34431 Eh

Geometry as XYZ:
```
14
C3H7N3S (ωB97M-V/def2-TZVPD)
H 1.96 -2.28 0.42
N 1.32 -1.50 0.49
C 1.48 -0.64 -0.46
N 0.78 0.54 -0.47
C -0.13 1.03 0.51
C -1.56 1.08 0.01
N -2.39 0.12 -0.24
S -1.97 -1.54 -0.10
H 2.15 -0.82 -1.33
H 0.90 1.11 -1.27
H 0.17 2.01 0.85
H -0.07 0.37 1.41
H -1.97 2.09 -0.05
H -0.67 -1.57 0.23
```

What are the natural (NBO) partial charges on each atom? They are as follows, in elementary charge units: 0.36, -0.77, 0.30, -0.60, -0.31, 0.07, -0.51, 0.15, 0.17, 0.39, 0.21, 0.25, 0.17, 0.12

---

two | One molecule with the formula C3H7N3S, computed with ωB97M-V/def2-TZVPD.

E_HOMO (alpha / beta): -0.2785 / -0.2786 Eh
Charge: 0
HOMO-LUMO gap (alpha / beta): 0.27717 / 0.27740 Eh

Geometry as XYZ:
```
14
C3H7N3S (ωB97M-V/def2-TZVPD)
C 0.46 1.28 -0.87
C 0.45 0.63 0.59
C -0.41 -1.66 1.34
N -0.34 0.39 -1.70
N -0.24 -0.61 0.35
N -0.67 -0.69 -0.91
S -0.49 1.16 -3.38
H 0.07 2.30 -0.95
H 1.42 1.42 -1.38
H 1.55 0.50 0.92
H -0.17 1.33 1.23
H -1.52 -1.88 1.59
H -0.20 -2.69 0.88
H 0.08 -1.49 2.27
```

What are the natural (NBO) partial charges on each atom? They are as follows, in elementary charge units: -0.27, -0.27, -0.43, -0.23, -0.22, 0.08, -0.24, 0.24, 0.23, 0.22, 0.21, 0.22, 0.23, 0.23

---

Least stable structure: two

---

one | One molecule with the formula C5H7FN2, computed with ωB97M-V/def2-TZVPD.

SMILES string: C[C@H]1N=CCN=C1F
E_HOMO: -0.3427 Eh
Charge: 0
HOMO-LUMO gap: 0.37656 Eh

Geometry as XYZ:
```
15
C5H7FN2 (ωB97M-V/def2-TZVPD)
C 0.22 -0.38 -1.80
C -0.29 -0.90 -0.42
N 0.56 -0.86 0.76
C 0.39 0.00 1.64
C -0.78 0.95 1.68
N -1.77 0.76 0.64
C -1.64 -0.14 -0.22
F -2.65 -0.30 -1.11
H -0.07 0.65 -1.85
H -0.16 -1.03 -2.72
H 1.41 -0.45 -1.81
H -0.67 -2.00 -0.42
H 1.20 -0.16 2.40
H -1.21 0.96 2.72
H -0.34 1.90 1.85
```

What are the natural (NBO) partial charges on each atom? They are as follows, in elementary charge units: -0.62, -0.17, -0.41, 0.11, -0.33, -0.47, 0.65, -0.33, 0.22, 0.24, 0.23, 0.22, 0.21, 0.23, 0.23

---

two | One molecule with the formula C5H7FN2, computed with ωB97M-V/def2-TZVPD.

SMILES string: Nn1ccc(CF)c1
E_HOMO: -0.3132 Eh
Charge: 0
HOMO-LUMO gap: 0.34777 Eh

Geometry as XYZ:
```
15
C5H7FN2 (ωB97M-V/def2-TZVPD)
N 0.35 -2.35 -1.72
N 0.15 -1.33 -0.81
C 0.03 -1.51 0.54
C -0.12 -0.32 1.14
C -0.07 0.68 0.10
C -0.13 2.15 0.29
F -0.33 2.49 1.57
C 0.09 0.05 -1.07
H 1.21 -2.75 -1.63
H -0.46 -3.01 -1.64
H 0.08 -2.55 0.98
H -0.29 -0.11 2.18
H -0.94 2.56 -0.27
H 0.82 2.60 0.01
H 0.17 0.30 -2.07
```

What are the natural (NBO) partial charges on each atom? They are as follows, in elementary charge units: -0.64, -0.19, -0.07, -0.30, -0.15, 0.06, -0.35, -0.07, 0.36, 0.36, 0.21, 0.23, 0.17, 0.16, 0.21

---

three | One molecule with the formula C5H7FN2, computed with ωB97M-V/def2-TZVPD.

SMILES string: Cn1c(N)ccc1F
E_HOMO: -0.2951 Eh
Charge: 0
HOMO-LUMO gap: 0.31619 Eh

Geometry as XYZ:
```
15
C5H7FN2 (ωB97M-V/def2-TZVPD)
C 0.46 -1.79 -0.07
N 0.37 -0.42 -0.29
C -0.85 0.33 -0.21
N -2.14 -0.32 -0.04
C -0.38 1.65 -0.07
C 1.08 1.71 -0.02
C 1.46 0.43 -0.05
F 2.62 -0.23 -0.04
H 0.84 -2.17 -1.04
H 1.25 -2.07 0.84
H -0.57 -2.24 0.26
H -2.98 0.46 -0.50
H -2.27 -0.43 1.21
H -0.87 2.64 -0.17
H 1.98 2.45 0.21
```

What are the natural (NBO) partial charges on each atom? They are as follows, in elementary charge units: -0.42, -0.40, 0.26, -0.86, -0.32, -0.37, 0.52, -0.31, 0.21, 0.20, 0.23, 0.40, 0.38, 0.22, 0.25

---

Least stable structure: three

---

one | One molecule with the formula C19H21N3O3S, computed with ωB97M-V/def2-TZVPD.

SMILES string: CCOCCCNC(=O)CN1C(=O)c2ccccc2Sc2ncccc21
E_HOMO: -0.3316 Eh
Charge: 0
HOMO-LUMO gap: 0.34998 Eh

Geometry as XYZ:
```
47
C19H21N3O3S (ωB97M-V/def2-TZVPD)
C -2.98 -2.47 -1.08
C -3.66 -2.01 0.20
O -3.46 -0.66 0.52
C -4.01 0.25 -0.41
C -3.91 1.67 0.16
C -2.52 1.96 0.74
N -1.48 1.74 -0.23
C -0.45 2.57 -0.41
O -0.31 3.64 0.16
C 0.60 2.04 -1.40
N 1.39 0.95 -0.83
C 0.84 -0.29 -0.85
O -0.25 -0.49 -1.37
C 1.53 -1.41 -0.15
C 0.76 -2.18 0.72
C 1.30 -3.29 1.33
C 2.60 -3.67 1.06
C 3.37 -2.92 0.19
C 2.84 -1.79 -0.40
S 3.85 -0.82 -1.50
C 3.80 0.63 -0.45
N 4.96 1.00 0.05
C 5.02 2.06 0.82
C 3.90 2.81 1.14
C 2.67 2.43 0.61
C 2.60 1.30 -0.21
H -2.93 -3.56 -1.11
H -1.97 -2.07 -1.13
H -3.52 -2.13 -1.96
H -4.74 -2.23 0.15
H -3.25 -2.55 1.06
H -3.47 0.19 -1.36
H -5.06 0.01 -0.60
H -4.14 2.38 -0.63
H -4.63 1.79 0.96
H -2.45 3.00 1.07
H -2.36 1.29 1.60
H -1.45 0.83 -0.69
H 1.28 2.85 -1.68
H 0.10 1.65 -2.29
H -0.27 -1.89 0.91
H 0.69 -3.88 2.01
H 3.02 -4.55 1.52
H 4.39 -3.20 -0.03
H 6.00 2.32 1.20
H 3.97 3.68 1.77
H 1.79 3.01 0.81
```

What are the natural (NBO) partial charges on each atom? They are as follows, in elementary charge units: -0.66, -0.05, -0.55, -0.07, -0.42, -0.23, -0.63, 0.67, -0.64, -0.31, -0.42, 0.69, -0.65, -0.10, -0.17, -0.21, -0.19, -0.21, -0.15, 0.28, 0.06, -0.41, 0.04, -0.24, -0.18, 0.09, 0.21, 0.24, 0.20, 0.16, 0.18, 0.17, 0.17, 0.21, 0.21, 0.23, 0.20, 0.43, 0.23, 0.24, 0.23, 0.22, 0.22, 0.23, 0.20, 0.23, 0.26

---

two | One molecule with the formula C19H21N3O3S, computed with ωB97M-V/def2-TZVPD.

SMILES string: COc1cccc(NC(=S)N/N=C2\CC(C)(C)Oc3ccc(O)cc32)c1
E_HOMO: -0.2884 Eh
Charge: 0
HOMO-LUMO gap: 0.29747 Eh

Geometry as XYZ:
```
47
C19H21N3O3S (ωB97M-V/def2-TZVPD)
C -0.63 -3.54 -3.47
O 0.56 -2.86 -3.15
C 0.82 -2.58 -1.85
C 1.92 -1.74 -1.62
C 2.27 -1.40 -0.33
C 1.54 -1.87 0.75
C 0.44 -2.69 0.52
N -0.31 -3.19 1.60
C -0.70 -2.49 2.69
S -1.08 -3.22 4.12
N -0.80 -1.14 2.59
N -0.81 -0.56 1.38
C -0.79 0.70 1.19
C -0.71 1.80 2.21
C 0.28 2.87 1.72
C 1.69 2.28 1.60
C 0.28 4.08 2.67
O -0.13 3.39 0.45
C -0.51 2.49 -0.49
C -0.57 2.93 -1.81
C -0.94 2.06 -2.82
C -1.24 0.73 -2.54
O -1.60 -0.16 -3.51
C -1.19 0.29 -1.23
C -0.83 1.16 -0.20
C 0.09 -3.06 -0.77
H -0.64 -4.55 -3.05
H -0.65 -3.60 -4.56
H -1.50 -2.99 -3.13
H 2.47 -1.38 -2.47
H 3.12 -0.76 -0.16
H 1.82 -1.62 1.76
H -0.48 -4.18 1.65
H -0.98 -0.63 3.46
H -1.70 2.25 2.33
H -0.37 1.43 3.18
H 2.04 1.95 2.58
H 2.37 3.03 1.22
H 1.68 1.43 0.92
H -0.72 4.51 2.73
H 0.60 3.78 3.66
H 0.96 4.84 2.29
H -0.33 3.96 -2.02
H -0.98 2.42 -3.84
H -1.56 0.27 -4.37
H -1.43 -0.73 -0.99
H -0.77 -3.70 -0.92
```

What are the natural (NBO) partial charges on each atom? They are as follows, in elementary charge units: -0.25, -0.49, 0.32, -0.28, -0.17, -0.27, 0.18, -0.61, 0.28, -0.24, -0.44, -0.24, 0.24, -0.50, 0.28, -0.65, -0.61, -0.50, 0.29, -0.23, -0.26, 0.26, -0.67, -0.17, -0.16, -0.31, 0.17, 0.20, 0.19, 0.23, 0.21, 0.22, 0.43, 0.40, 0.24, 0.22, 0.21, 0.22, 0.22, 0.22, 0.21, 0.22, 0.22, 0.21, 0.48, 0.23, 0.22

---

Least stable structure: two

---

one | A 2-piece molecular cluster, CH12N4P2Si overall, computed with ωB97M-V/def2-TZVPD.

SMILES string: N/P=C\P(N)N.N[SiH3]
E_HOMO: -0.3092 Eh
Charge: 0
HOMO-LUMO gap: 0.31288 Eh

Geometry as XYZ:
```
20
CH12N4P2Si (ωB97M-V/def2-TZVPD)
N 0.38 -2.41 -1.15
P 0.30 -2.23 0.61
C 1.46 -1.04 0.88
P 2.41 -0.08 -0.40
N 3.51 0.85 0.60
N 1.18 1.16 -0.51
H -0.44 -2.86 -1.55
H 0.65 -1.63 -1.68
H 1.85 -0.96 1.86
H 3.04 1.62 1.08
H 3.88 0.26 1.35
H 1.65 1.96 -0.85
H 0.58 0.72 -1.16
N -1.86 0.27 1.31
Si -2.88 0.23 -0.12
H -1.35 -0.42 1.88
H -1.19 1.08 1.16
H -2.65 1.65 -0.80
H -4.31 -0.15 0.02
H -2.78 -0.69 -1.32
```

What are the natural (NBO) partial charges on each atom? They are as follows, in elementary charge units: -1.13, 0.92, -1.10, 1.10, -1.14, -1.13, 0.39, 0.37, 0.23, 0.37, 0.38, 0.38, 0.37, -1.30, 1.05, 0.42, 0.41, -0.17, -0.18, -0.22

---

two | CH12N4P2Si as an isolated structure, computed with ωB97M-V/def2-TZVPD.

E_HOMO: -0.2701 Eh
Charge: 0
HOMO-LUMO gap: 0.29910 Eh

Geometry as XYZ:
```
20
CH12N4P2Si (ωB97M-V/def2-TZVPD)
C 0.23 0.50 -0.82
N -1.32 0.74 1.52
N 0.98 1.38 1.69
N -0.52 -2.11 0.02
N 1.95 -1.28 0.45
Si -1.28 0.51 -1.94
P -0.30 1.63 0.59
P 0.79 -1.33 -0.86
H 1.16 1.02 -1.26
H -0.87 0.69 2.40
H -2.32 0.96 1.54
H 1.72 1.00 1.19
H 1.32 2.29 2.03
H -1.31 -2.42 -0.52
H -0.17 -2.95 0.37
H 2.47 -2.06 0.51
H 2.59 -0.52 0.38
H -2.61 0.66 -1.35
H -1.59 -0.42 -3.05
H -0.92 1.74 -2.89
```

What are the natural (NBO) partial charges on each atom? They are as follows, in elementary charge units: -1.36, -1.18, -1.14, -1.14, -1.13, 0.83, 1.17, 1.11, 0.27, 0.41, 0.39, 0.37, 0.38, 0.38, 0.37, 0.37, 0.36, -0.15, -0.14, -0.15

---

Least stable structure: one

---

one | A 3-piece molecular cluster, C2H7NS2 overall, computed with ωB97M-V/def2-TZVPD.

E_HOMO: -0.3163 Eh
Charge: 0
HOMO-LUMO gap: 0.32142 Eh

Geometry as XYZ:
```
12
C2H7NS2 (ωB97M-V/def2-TZVPD)
C 0.38 1.17 -1.04
C 0.00 -0.05 -0.35
N 0.85 -0.36 0.71
S -1.04 -1.30 -0.93
S 1.26 -1.95 1.21
H 0.28 2.04 -0.43
H -0.36 1.39 -1.79
H 1.43 1.20 -1.13
H -2.37 0.01 0.92
H 1.55 0.36 0.89
H 0.51 -2.34 0.21
H -2.50 -0.17 1.74
```

What are the natural (NBO) partial charges on each atom? They are as follows, in elementary charge units: -0.71, 0.17, -0.72, -0.18, 0.18, 0.24, 0.26, 0.24, -0.01, 0.39, 0.14, -0.01

---

two | A 2-piece molecular cluster, C2H7NS2 overall, computed with ωB97M-V/def2-TZVPD.

SMILES string: C=CN.SS
E_HOMO: -0.3351 Eh
Charge: 0
HOMO-LUMO gap: 0.34290 Eh

Geometry as XYZ:
```
12
C2H7NS2 (ωB97M-V/def2-TZVPD)
C 0.30 1.50 2.40
C 0.35 1.51 1.07
N 1.13 0.60 0.29
H 0.70 0.68 2.98
H -0.30 2.17 3.01
H -0.32 2.09 0.44
H 0.87 -0.35 0.53
H 2.14 0.65 0.33
S -0.20 -2.60 -2.32
S -2.24 -2.27 -2.72
H -0.06 -1.34 -1.99
H -2.38 -2.62 -4.02
```

What are the natural (NBO) partial charges on each atom? They are as follows, in elementary charge units: -0.42, -0.01, -0.89, 0.19, 0.20, 0.18, 0.36, 0.38, -0.12, -0.15, 0.14, 0.13

---

Least stable structure: one

---

one | A 2-piece molecular cluster, C2H7NS2 overall, computed with ωB97M-V/def2-TZVPD.

SMILES string: C=N.CSS
E_HOMO: -0.3165 Eh
Charge: 0
HOMO-LUMO gap: 0.32700 Eh

Geometry as XYZ:
```
12
C2H7NS2 (ωB97M-V/def2-TZVPD)
C -3.06 -1.88 -1.17
N -2.49 -0.93 -1.78
H -3.47 -2.68 -1.78
H -3.06 -1.98 -0.08
H -2.25 -0.17 -1.14
C 1.03 1.56 -0.86
S 1.11 -0.08 -0.13
S 0.98 0.47 1.94
H 0.95 2.46 -0.25
H 1.77 1.73 -1.64
H 0.08 1.54 -1.40
H 1.95 1.42 1.79
```

What are the natural (NBO) partial charges on each atom? They are as follows, in elementary charge units: -0.05, -0.59, 0.16, 0.15, 0.33, -0.78, 0.10, -0.15, 0.24, 0.23, 0.22, 0.13

---

two | A 2-piece molecular cluster, C2H7NS2 overall, computed with ωB97M-V/def2-TZVPD.

SMILES string: C=CN.SS
E_HOMO: -0.3375 Eh
Charge: 0
HOMO-LUMO gap: 0.35108 Eh

Geometry as XYZ:
```
12
C2H7NS2 (ωB97M-V/def2-TZVPD)
C -0.71 -0.34 1.99
C -1.58 -0.26 1.00
N -2.20 0.93 0.52
H -0.54 0.54 2.61
H -0.34 -1.28 2.38
H -1.71 -1.08 0.31
H -1.59 1.73 0.50
H -3.10 1.18 0.89
S 2.64 0.70 -2.65
S 3.75 -1.02 -2.85
H 2.55 0.73 -1.31
H 2.82 -1.83 -3.38
```

What are the natural (NBO) partial charges on each atom? They are as follows, in elementary charge units: -0.43, 0.00, -0.88, 0.19, 0.21, 0.18, 0.37, 0.38, -0.12, -0.13, 0.13, 0.13

---

Least stable structure: one